Density functional theory data (the ωB97M-V functional and the def2-TZVPD basis) for an isolated ion of composition C5H8N3 and charge +1.

Results
E_LUMO ... -4.90 eV
Frontier orbital gap ... 8.51 eV
Energy above the lowest of the compared OMol25 structures with the same formula, charge and spin ... 5.129 eV
Net charge ... +1

Geometry as XYZ:
```
16
C5H8N3, DFT the ωB97M-V functional and the def2-TZVPD basis
N 0.332 1.198 -0.193
N 1.049 0.158 -0.024
N -3.192 0.227 -0.137
C -0.974 1.329 -0.213
C -1.909 0.333 -0.063
C 0.654 -1.142 0.281
C -0.571 -1.589 0.365
C 2.476 0.415 -0.091
H 3.028 -0.509 -0.243
H 1.493 -1.816 0.448
H 2.679 1.100 -0.913
H -3.674 -0.644 0.044
H -1.290 2.362 -0.359
H -3.772 1.023 -0.398
H 2.820 0.888 0.830
H -1.127 -2.463 0.593
```

=====

Density functional theory data (the ωB97M-V functional and the def2-TZVPD basis) for one molecule with the formula C5H13NOS.

Results
E_LUMO ... 0.55 eV
Frontier orbital gap ... 9.36 eV
Energy above the lowest of the compared OMol25 structures with the same formula, charge and spin ... 2.833 eV
Net charge ... 0
SMILES ... CSCC[C@@H](N)CO

Geometry as XYZ:
```
21
C5H13NOS, DFT the ωB97M-V functional and the def2-TZVPD basis
S 2.257 0.965 1.311
O -1.716 -3.059 -1.193
N -1.820 -0.173 -1.386
C 0.532 -0.072 -0.533
C -0.596 -2.198 -1.372
C -0.781 -0.905 -0.607
C 0.436 1.286 0.210
C 1.773 2.562 2.550
H -0.445 -2.001 -2.455
H 0.599 2.342 -0.181
H 0.281 -2.799 -1.016
H 2.676 2.803 3.105
H -1.502 -3.992 -1.106
H -1.189 -1.269 0.406
H -2.707 -0.628 -1.208
H 1.538 3.454 1.915
H 1.231 -0.589 0.104
H 0.770 -0.061 -1.621
H 0.911 2.221 3.117
H -0.364 1.337 0.975
H -1.884 0.778 -1.015
```

=====

Density functional theory data (the ωB97M-V functional and the def2-TZVPD basis) for C14H22Cl2O9 as an isolated structure.

Results
E_LUMO ... 0.17 eV
Frontier orbital gap ... 7.83 eV
Energy above the lowest of the compared OMol25 structures with the same formula, charge and spin ... 17.154 eV
Net charge ... 0

Geometry as XYZ:
```
47
C14H22Cl2O9, DFT the ωB97M-V functional and the def2-TZVPD basis
Cl -1.384 -2.468 3.252
Cl 0.234 0.319 2.930
O 1.025 -2.959 -0.421
O 0.127 -0.635 -0.432
O 1.531 0.132 -1.819
O 0.468 -2.869 1.783
O -1.541 3.156 0.807
O -1.068 -2.673 0.095
O -1.970 0.975 0.484
O -0.033 1.885 -0.127
O -0.500 -0.449 -2.603
C 0.371 -2.945 -1.677
C 0.702 3.095 0.291
C -1.262 0.041 2.123
C 0.173 -2.765 0.589
C -1.905 -1.936 -2.098
C -0.487 4.033 0.656
C 2.163 0.525 -0.613
C 0.290 -0.305 -1.691
C -1.251 1.995 0.374
C 1.599 -0.802 1.424
C 1.063 0.077 0.375
C 1.403 3.546 -1.012
C -1.587 -1.392 1.766
C -1.084 -2.894 -1.367
H -2.641 -1.384 1.486
H 0.574 -2.037 -2.246
H -1.659 -0.958 -1.685
H -0.391 4.646 1.552
H -2.947 -2.189 -1.899
H -1.444 -3.915 -1.493
H -0.844 4.661 -0.160
H 0.847 -1.424 1.909
H 2.139 -1.597 0.910
H 2.125 4.290 -0.675
H -1.768 -1.978 -3.179
H 2.478 1.568 -0.582
H 2.216 -0.250 2.133
H 1.404 2.930 1.108
H -2.020 0.474 2.775
H 0.786 3.982 -1.798
H 3.047 -0.111 -0.561
H 0.778 -3.799 -2.218
H 2.162 2.836 -1.341
H -1.086 -1.787 0.883
H 0.411 0.816 0.840
H -1.241 0.537 1.152
```

=====

Density functional theory data (the ωB97M-V functional and the def2-TZVPD basis) for C8H10N2O as an isolated structure.

Results
E_LUMO ... 0.74 eV
Frontier orbital gap ... 7.87 eV
Energy above the lowest of the compared OMol25 structures with the same formula, charge and spin ... 3.285 eV
Net charge ... 0

Geometry as XYZ:
```
21
C8H10N2O, DFT the ωB97M-V functional and the def2-TZVPD basis
O 0.851 1.065 -2.190
N 0.437 -2.567 0.007
N 0.148 0.924 0.252
C -0.404 2.273 0.405
C 0.642 -1.287 -0.056
C -0.594 -2.991 0.678
C -0.236 -0.285 0.462
C -1.472 -2.147 1.352
C 1.955 -0.712 -0.778
C 1.470 0.759 -1.026
C -1.275 -0.781 1.288
H -0.481 -4.008 0.793
H 0.563 0.367 -2.672
H -1.971 -0.128 1.624
H -2.218 -2.402 1.972
H -1.472 2.238 0.310
H 0.114 2.800 -0.397
H -0.098 2.591 1.376
H 1.855 1.671 -0.645
H 2.835 -0.623 -0.147
H 2.201 -1.199 -1.666
```

=====

Density functional theory data (the ωB97M-V functional and the def2-TZVPD basis) for C28H22ClFeN5O2S3 as an isolated structure.

Results
E_LUMO (alpha / beta) ... 4.23 / 4.23 eV
2S+1 ... 5
Frontier orbital gap (alpha / beta) ... 5.13 / 5.50 eV
⟨S²⟩ ... 6.011
Energy above the lowest of the compared OMol25 structures with the same formula, charge and spin ... 0.054 eV
Net charge ... -2

Geometry as XYZ:
```
62
C28H22ClFeN5O2S3, DFT the ωB97M-V functional and the def2-TZVPD basis
Fe -2.016 -0.507 0.383
Cl 0.084 4.920 -4.639
S -2.776 -0.791 -2.032
S -4.541 -0.781 0.307
S -5.724 -1.130 -2.419
O -2.214 1.567 0.757
O -1.878 3.600 1.597
N -1.113 -0.344 2.532
N -0.273 0.701 2.665
N -0.800 -3.484 -0.780
N 0.225 -0.897 0.281
N -1.804 -3.154 0.061
C -1.148 2.431 -1.750
C 1.425 -4.300 -0.649
C -4.390 -0.908 -1.414
C 2.347 2.084 -0.314
C -0.727 5.161 -2.060
C 2.419 -1.950 0.311
C -0.693 2.922 -2.967
C 2.614 4.276 0.925
C 1.023 -1.963 0.018
C -1.875 2.779 0.667
C 1.758 0.845 -0.450
C 3.256 -3.023 0.095
C -1.390 3.285 -0.684
C -2.571 -4.495 -1.589
C -1.398 0.599 4.552
C -0.427 1.289 3.871
C -2.874 -3.764 -0.433
C 0.609 1.118 1.622
C 0.868 0.314 0.497
C -0.487 4.282 -3.104
C -1.232 -4.279 -1.780
C 0.560 -3.229 -0.467
C -1.179 4.650 -0.853
C -1.796 -0.408 3.660
C 2.058 2.883 0.787
C 1.186 2.380 1.736
C 2.787 -4.229 -0.404
C 3.689 -5.416 -0.624
H -0.568 -4.580 -2.571
H 3.003 2.458 -1.094
H 4.737 -5.112 -0.607
H -2.538 -1.180 3.782
H 3.400 4.453 0.190
H -3.249 -5.026 -2.233
H -3.833 -3.610 0.025
H -1.777 0.809 5.537
H 0.891 3.027 2.549
H -1.367 5.301 -0.009
H 0.138 2.153 4.162
H 1.000 -5.238 -0.992
H -1.344 1.370 -1.642
H 2.834 -1.046 0.734
H -0.516 2.253 -3.798
H 4.310 -2.924 0.340
H 1.831 5.022 0.768
H 1.945 0.249 -1.335
H 3.497 -5.892 -1.589
H -0.565 6.222 -2.197
H 3.035 4.441 1.920
H 3.557 -6.183 0.146
```

=====

Looking at F_max for the records above, in order, we have 5.54; 5.15; 12.14; 4.73; 0.63 eV Å⁻¹.